1.
Here is C33H27N6O4Pb as an isolated structure from the OMol25 dataset. Energies are from ωB97M-V/def2-TZVPD.

Last column: Löwdin charge in e.
CARTESIAN COORDINATES (ANGSTROEM)
H1 -2.029210 4.421875 1.059605  0.137
C1 -1.619497 -6.842631 0.887159  0.022
C2 -6.487269 5.064247 2.094295  -0.473
C3 0.756886 -6.947482 0.343204  0.007
H2 1.622311 -6.561750 -0.179863  0.118
C4 0.582414 1.575091 2.891158  -0.251
H3 1.385215 2.810780 4.446315  0.132
H4 -4.012943 1.261411 3.268871  0.137
H5 -6.128630 2.530610 3.193391  0.144
C5 -0.559734 1.398492 -4.608355  -0.016
O1 -6.297209 6.212812 2.364406  0.216
N1 -0.537716 0.223646 -2.103836  -0.081
C6 -0.224803 -8.585584 1.786821  0.010
H6 -1.083575 -8.080055 -5.089968  0.133
C7 -1.806808 -4.107152 -0.362016  -0.382
C8 -0.608138 -5.075113 -0.660870  -0.249
C9 -4.071539 2.216913 2.765046  0.056
C10 -5.239232 2.919495 2.713832  0.035
H7 -3.063111 -7.663468 -3.683135  0.131
C11 -1.769617 1.044985 -3.992498  -0.044
H8 3.972315 -0.123980 2.707261  0.129
H9 -4.164128 5.701880 1.024367  0.149
C12 -2.883597 2.778604 2.194110  -0.216
H10 1.850637 -8.557155 1.221595  0.128
H11 1.112728 -7.068039 -4.513287  0.129
H12 2.082655 -0.825661 1.291575  0.092
H13 2.638176 0.403854 -2.570363  0.117
H14 -0.562016 1.867224 -5.583456  0.131
C13 3.022554 0.384098 2.797132  0.006
C14 -0.495019 -6.297744 0.235966  -0.089
O2 -2.960464 -4.430916 -0.313273  0.118
C15 -0.991651 -7.458206 -4.209171  0.024
H15 -7.691313 3.633706 1.610417  0.135
C16 0.047697 -2.916799 -0.303250  -0.582
C17 1.582234 2.008908 3.746903  0.024
C18 -2.002158 -6.457110 -2.279975  0.040
C19 0.255868 -6.893358 -3.877280  -0.007
N2 0.759726 0.566894 2.007106  0.019
N3 -1.726377 2.106087 2.286688  0.136
H16 -2.722736 1.221034 -4.467601  0.121
O3 -7.696309 4.541672 1.940409  0.186
H17 -0.717682 3.061859 3.770167  0.160
Pb1 -1.056371 -0.401204 0.163097  1.531
H18 -0.126021 -9.477338 2.391561  0.131
C20 0.626648 1.144002 -3.976186  0.012
H19 1.571740 1.399565 -4.435773  0.128
C21 -5.274700 4.172125 2.061767  -0.031
N4 -1.285166 -2.847850 -0.171954  0.040
C22 -0.689526 2.295784 2.991533  -0.001
C23 2.836493 1.407503 3.698077  0.006
H20 -2.861987 -6.274663 -1.651769  0.123
N5 0.503022 -4.146056 -0.604570  0.195
C24 0.621614 0.521197 -2.715851  -0.364
C25 -2.111743 -7.228222 -3.411052  -0.010
H21 1.787502 -0.551203 -1.447404  0.065
C26 1.956786 -0.004830 1.984527  -0.108
H22 -2.325230 -8.375333 2.191505  0.129
C27 -0.751345 -5.871780 -1.939488  -0.076
H23 1.333202 -5.680675 -2.503711  0.119
H24 3.633474 1.736054 4.350793  0.135
C28 0.890169 -8.070235 1.125268  -0.020
H25 -2.583931 -6.366543 0.784546  0.120
C29 -1.472312 -7.965787 1.668051  -0.010
O4 0.753638 -1.871465 -0.141983  -0.180
H26 -2.615580 0.218740 -2.224385  0.091
C30 0.378489 -6.124058 -2.749508  0.003
C31 -4.102270 4.718594 1.471494  0.051
N6 1.783499 0.247494 -2.063067  0.158
H27 1.481488 -4.378129 -0.591131  0.160
C32 -1.703497 0.482199 -2.754285  -0.176
C33 -2.933132 4.025625 1.503106  0.050

Forces on atoms 1 to 3 (eV/Å):
H 0.0 0.0 0.0
C -0.1 -0.1 0.0
C 0.0 -0.1 0.2

Properties
E_tot = -2095.17524 a.u.
HOMO (alpha / beta) = -15.8 / -15.8 eV
charge = +3
ΔE to the lowest compared entry with this formula, charge and spin = 9.8 kcal per mole
HOMO-LUMO gap (alpha / beta) = 4.787 / 5.063 eV

2.
Here is C25H26N2O3SZr as an isolated structure from the OMol25 dataset. Energies are from ωB97M-V/def2-TZVPD.

Last column: Löwdin charge in e.
CARTESIAN COORDINATES (ANGSTROEM)
H1 -0.911732 6.617692 -2.122948  0.125
C1 3.482599 -3.904069 -1.067630  -0.029
C2 2.835216 -1.651484 -0.225094  -0.141
H2 -4.891781 0.329824 1.987623  0.156
C3 4.014724 -0.954425 -0.563945  0.003
H3 -3.611155 -1.816146 -3.537169  0.113
H4 -2.390125 -0.934981 -4.436476  0.121
C4 0.807862 2.443659 -1.063867  -0.519
H5 -3.754975 0.387163 4.465050  0.142
C5 1.616916 0.387377 -0.594452  -0.287
C6 -4.066124 1.025885 1.841744  -0.084
H6 0.304303 -0.059019 1.777174  0.100
N1 0.495364 1.227208 -0.640933  -0.074
O1 -3.019715 0.275099 -2.019092  -0.118
C7 -1.668407 -0.131710 4.509540  0.020
C8 -1.087742 5.601497 -1.797575  -0.026
H7 3.469506 -2.756319 2.211020  0.090
Zr1 -1.704493 0.835966 -0.426080  1.958
C9 2.917203 -3.131894 0.133996  -0.557
C10 -2.378521 5.169395 -1.530811  -0.042
H8 -1.917697 -2.417663 -3.567269  0.107
C11 3.846683 -3.304009 1.344532  -0.033
C12 -0.511190 -0.256258 3.747866  0.002
C13 1.549388 -3.715142 0.486244  -0.060
H9 0.708177 -1.485067 -0.043094  0.086
C14 -1.556363 2.962874 -0.950510  -0.214
H10 4.481616 -3.562333 -1.338122  0.085
C15 4.013253 0.371709 -0.928358  -0.037
H11 -1.654961 -0.348593 5.569290  0.137
C16 -2.557380 -1.541076 -3.542625  0.056
H12 2.838324 -3.793806 -1.941664  0.095
H13 -4.553642 1.145987 -0.104673  0.144
C17 -0.574583 0.021119 2.404623  -0.074
H14 4.931851 0.873711 -1.200165  0.126
H15 0.425251 -0.563876 4.190028  0.131
C18 1.634080 -0.963693 -0.248995  0.010
N2 -1.718772 0.414435 1.796691  -0.032
H16 0.989467 5.074555 -1.864277  0.114
O2 -3.752474 1.106174 0.436776  -0.170
H17 4.958027 -1.483059 -0.554971  0.123
H18 -3.634409 3.560590 -0.925705  0.095
H19 -3.211228 5.849693 -1.649745  0.121
H20 1.660659 -4.767991 0.743395  0.097
H21 1.104724 -3.214320 1.351604  0.081
C19 -2.254414 -0.704272 -2.365304  -0.585
C20 -2.610218 3.862027 -1.114710  -0.096
C21 2.791752 1.041277 -0.944484  -0.430
S1 2.458326 2.686521 -1.385448  1.231
H22 4.858628 -2.955671 1.139964  0.084
H23 3.550246 -4.964918 -0.823929  0.096
H24 0.852305 -3.655977 -0.353128  0.087
C22 -2.829813 0.548546 2.543027  -0.226
C23 -2.840900 0.275993 3.896848  0.028
H25 3.910517 -4.359500 1.611344  0.096
C24 -0.258823 3.430505 -1.235371  -0.260
H26 -4.353735 2.011883 2.210407  0.156
O3 -1.215922 -0.871957 -1.638362  -0.107
C25 -0.015695 4.730870 -1.651780  -0.015

Forces on atoms 1 to 3 (eV/Å):
H 0.0 0.0 0.0
C 0.0 0.0 0.0
C 0.0 0.1 0.0

Properties
E_tot = -1748.37984 a.u.
HOMO = -13.9 eV
charge = +2
ΔE to the lowest compared entry with this formula, charge and spin = 0.0 kcal per mole
HOMO-LUMO gap = 7.130 eV

3.
Here is a 2-piece molecular cluster, CH3N3O2 overall at a distorted geometry from the OMol25 dataset. Energies are from ωB97M-V/def2-TZVPD.

Last column: Löwdin charge in e.
CARTESIAN COORDINATES (ANGSTROEM)
N1 -1.596098 0.478274 0.566769  -0.152
H1 -0.711855 0.070740 -1.120609  0.078
O1 1.923198 -1.503267 1.041815  0.177
N2 1.523276 0.293518 -0.320231  0.186
H2 -1.655722 -1.322480 -0.432333  0.124
H3 1.273731 1.247074 -0.276925  0.058
C1 1.666100 -0.495517 0.565151  -0.434
N3 -1.338104 -0.345362 -0.456134  0.061
O2 -1.084526 1.577017 0.432495  -0.096

Forces on atoms 1 to 3 (eV/Å):
N 0.1 -0.4 -0.4
H 0.3 -0.4 -0.7
O 0.1 -1.7 2.3

Properties
SMILES string = N=C=O.NN=O
E_tot = -354.57558 a.u.
HOMO = -9.9 eV
ΔE to the lowest compared entry with this formula, charge and spin = 67.8 kcal per mole
HOMO-LUMO gap = 10.423 eV

4.
Here is one molecule with the formula C9H16Si from the OMol25 dataset. Energies are from ωB97M-V/def2-TZVPD.

Last column: Löwdin charge in e.
CARTESIAN COORDINATES (ANGSTROEM)
H1 1.420572 2.126791 0.585357  0.136
C1 -0.246824 -0.201542 -1.013535  -0.372
C2 -0.601985 1.888845 1.481571  -0.123
H2 -0.533283 2.931867 1.784315  0.103
H3 2.113699 -0.140218 0.608108  0.112
C3 0.604531 1.407762 0.656410  -0.249
H4 -0.850555 -1.674724 2.117419  0.101
C4 1.100727 0.003501 0.993408  -0.098
H5 -0.825661 1.283450 2.357406  0.105
C5 -1.525592 1.654374 0.277888  -0.120
C6 -0.308415 1.262893 -0.581958  -0.290
H6 1.175178 -1.887175 -2.701107  -0.078
Si1 1.016556 -0.458803 -2.420867  0.703
H7 1.076805 -2.816348 0.955527  0.104
H8 -1.851731 -1.856010 0.624256  0.101
H9 -1.230922 -0.537575 -1.355343  0.115
C7 0.283456 -2.407646 0.347117  -0.093
H10 1.118550 -0.179045 2.068449  0.122
H11 2.310712 0.118833 -2.058830  -0.065
H12 -0.113192 1.956760 -1.399960  0.126
H13 0.505527 0.224293 -3.611969  -0.077
H14 -2.063199 2.536119 -0.065632  0.103
H15 -2.236682 0.843537 0.420567  0.104
C8 -0.862353 -1.724425 1.038298  -0.086
H16 0.066376 -2.994887 -0.532545  0.093
C9 0.142293 -0.921018 0.266761  -0.477

Forces on atoms 1 to 3 (eV/Å):
H 0.0 0.0 0.0
C 0.2 -0.1 -0.3
C 0.0 0.1 0.2

Properties
SMILES string = [SiH3][C@@H]1[C@H]2CC[C@H]2CC12CC2
E_tot = -641.95576 a.u.
HOMO = -9.4 eV
ΔE to the lowest compared entry with this formula, charge and spin = 8.5 kcal per mole
HOMO-LUMO gap = 10.403 eV

5.
Here is a 2-piece molecular cluster, C2H3BrFNO2 overall at a distorted geometry from the OMol25 dataset. Energies are from ωB97M-V/def2-TZVPD.

Last column: Löwdin charge in e.
CARTESIAN COORDINATES (ANGSTROEM)
H1 -3.207571 -2.504434 0.905854  0.216
H2 -1.050203 1.998562 -1.412498  0.025
C1 -0.583195 1.332833 -0.737472  -0.028
Br1 -3.257794 0.761311 -0.068189  0.719
O1 -2.206698 -3.040108 0.903739  -0.080
H3 0.587346 1.435998 -0.690652  0.115
C2 -1.368892 0.487954 -0.016400  -0.787
N1 -1.436250 -2.815932 -0.187572  -0.162
O2 -0.283041 -3.115101 -0.072738  0.021
F1 -0.912991 -0.376622 0.939821  -0.039

Forces on atoms 1 to 3 (eV/Å):
H 4.5 -2.1 -1.0
H -0.5 0.5 -0.5
C 1.7 -1.7 1.6

Properties
SMILES string = C=C(F)Br.O=NO
E_tot = -2956.95728 a.u.
HOMO = -9.9 eV
ΔE to the lowest compared entry with this formula, charge and spin = 33.5 kcal per mole
HOMO-LUMO gap = 10.220 eV

6.
Here is C15H26MgNOP as an isolated structure at a distorted geometry from the OMol25 dataset. Energies are from ωB97M-V/def2-TZVPD.

Last column: Löwdin charge in e.
CARTESIAN COORDINATES (ANGSTROEM)
O1 -0.428182 -0.150920 1.203123  -0.232
C1 -0.736594 3.117380 -3.299634  -0.062
H1 -3.747539 -0.116786 -2.624906  0.120
H2 -0.101745 2.774159 2.390972  0.073
C2 -0.995306 1.908407 -2.615918  -0.286
H3 0.367239 -1.743851 -1.423030  -0.051
H4 -2.081079 -1.881967 -4.076815  0.089
H5 3.324536 0.673990 -2.561834  0.089
C3 0.060621 1.169499 -2.121720  -0.109
C4 -2.442499 1.587887 -2.456568  -0.165
H6 -3.258607 0.173393 -0.946727  0.130
H7 -2.894439 2.232427 -1.689228  0.121
C5 2.523291 0.804160 -1.804591  -0.284
H8 2.997380 1.298953 -0.932813  0.090
C6 2.418409 -1.827517 -2.737894  -0.262
H9 0.049449 1.778075 3.805818  0.055
H10 2.957765 -2.176877 0.447788  0.036
C7 1.357518 1.607315 -2.322924  -0.331
C8 -2.525107 -2.201677 -1.785071  -0.099
H11 -1.590011 3.685988 -3.657090  0.100
C9 -0.724567 0.725370 2.104785  -0.339
C10 -1.525713 -1.055248 -3.629145  -0.060
N1 -1.860007 -0.927023 -2.207460  -0.356
C11 0.185406 1.762989 2.738914  -0.100
Mg1 -0.486513 -0.556763 -0.750937  0.466
C12 0.563719 3.593186 -3.480324  -0.092
H12 3.504683 -1.748469 -2.892670  0.052
H13 3.349305 -0.463438 0.680769  0.046
H14 1.855500 -1.460223 -3.608740  0.045
H15 0.742161 4.558406 -3.943167  0.094
H16 4.198224 -1.422585 -0.572051  0.042
H17 -0.470906 -1.249769 -3.731298  0.067
H18 -3.240411 -2.539613 -2.567232  0.094
H19 1.198840 1.585288 2.347020  0.072
H20 2.651646 3.114485 -3.127406  0.102
H21 -3.014461 -2.099481 -0.800852  0.097
C13 3.235277 -1.254276 -0.076355  -0.257
H22 2.138008 -2.866747 -2.523522  0.040
C14 1.611238 2.817258 -2.993598  -0.068
C15 -2.888681 0.187353 -2.005922  -0.166
H23 -2.981203 1.864309 -3.384275  0.118
H24 -1.768845 -0.139914 -4.146150  0.093
P1 1.882897 -0.898290 -1.266810  0.800
H25 -1.752252 -2.971399 -1.679603  0.075
H26 -1.792747 0.807355 2.585687  0.113

Forces on atoms 1 to 3 (eV/Å):
O 0.0 0.4 0.0
C 0.1 -0.2 0.2
H -0.1 0.2 0.3

Properties
E_tot = -1258.40394 a.u.
HOMO (alpha / beta) = -6.1 / -4.3 eV
ΔE to the lowest compared entry with this formula, charge and spin = 27.8 kcal per mole
HOMO-LUMO gap (alpha / beta) = 6.612 / 3.565 eV

> E_tot of number 3 (CH3N3O2)?

-354.57558 a.u.